Here is a single C21H28N4O3 molecule from OMol25. Energies are from wB97M-V/def2-TZVPD.

Results
Energy relative to the best compared isomer or geometry (same formula, charge and spin) ... 29.5 kcal per mole
E ... -34335.7657 eV
Charge ... 0
Kohn-Sham gap ... 8.755 eV

Positions of all 56 atoms, in Å:
C 1.599771 3.207566 -3.521942
O 2.125225 2.725659 -2.311685
C 1.382608 2.873256 -1.176084
C 0.138489 3.489643 -1.114051
C -0.523416 3.572754 0.098743
C 0.031525 3.044788 1.247863
C 1.275714 2.430023 1.193812
C 1.881105 1.780695 2.409380
N 2.002429 0.348286 2.210749
C 0.789599 -0.423246 2.083122
C 0.829291 -1.463866 0.949006
C 0.148228 -0.933549 -0.307827
O -0.150494 0.227147 -0.489633
N -0.082141 -1.888289 -1.240716
C -0.757326 -1.592838 -2.481735
C -2.187155 -2.139318 -2.533708
C -3.121622 -1.496014 -1.503255
N -2.806304 -1.850165 -0.143070
C -2.577171 -3.117272 0.328606
C -2.323502 -2.985793 1.660344
N -2.400257 -1.676986 2.017696
C -2.695491 -1.014803 0.928113
C -2.902599 0.452465 0.867251
C 2.273373 -1.873102 0.619345
C 3.148686 -1.716565 1.860401
C 3.215404 -0.238066 2.196313
O 4.257863 0.360013 2.385295
C 1.945931 2.355062 -0.013501
H 2.343108 2.972371 -4.282658
H 1.445781 4.291671 -3.493093
H 0.655027 2.714532 -3.775699
H -0.327447 3.899003 -1.996923
H -1.493188 4.048174 0.138753
H -0.502406 3.104942 2.185258
H 1.270426 1.976965 3.297355
H 2.896092 2.150041 2.582132
H 0.578032 -0.938917 3.028277
H -0.029417 0.269976 1.886108
H 0.265561 -2.340372 1.285012
H 0.112073 -2.852959 -1.027776
H -0.769079 -0.503332 -2.567345
H -0.180424 -2.009466 -3.313934
H -2.592407 -1.938174 -3.526658
H -2.168622 -3.221897 -2.395978
H -3.056300 -0.409451 -1.588043
H -4.153367 -1.801993 -1.722435
H -2.632567 -3.984612 -0.296691
H -2.100186 -3.744200 2.384286
H -2.112424 0.926829 0.284085
H -3.868342 0.693380 0.424371
H -2.870592 0.840886 1.880471
H 2.668248 -1.226746 -0.168637
H 2.307838 -2.902593 0.257205
H 4.161557 -2.075930 1.679012
H 2.723715 -2.272747 2.698558
H 2.911549 1.877134 -0.073845

Atoms 1-6, force components in eV/Å:
C -0.08 0.08 -0.18
O 0.05 -0.11 0.30
C 0.09 -0.02 0.23
C 0.05 0.04 -0.33
C -0.05 -0.01 0.06
C 0.03 0.03 0.07